Below is a structure of composition C3H8N2O2 at a distorted geometry, with properties calculated with the ωB97M-V functional and the def2-TZVPD basis.

Computed properties:
Total charge: 0
HOMO-LUMO gap in eV: 9.619
HOMO energy in eV: -8.80

Last column: Löwdin charge in e.
CARTESIAN COORDINATES (ANGSTROEM)
O (2.10, 1.12, -0.03)  0.083
O (-0.07, -0.87, -1.33)  -0.192
N (-2.08, -0.15, 0.16)  0.106
N (-0.15, 1.20, -0.16)  0.070
C (0.92, 0.51, 0.19)  -0.443
C (1.08, -0.60, 1.19)  0.003
C (-1.16, 0.43, -0.67)  -0.344
H (1.90, -1.24, 0.89)  0.093
H (0.18, -1.20, 1.26)  0.063
H (-2.90, -0.53, -0.30)  0.096
H (0.31, -0.49, -2.13)  0.030
H (-1.70, -0.78, 0.85)  0.079
H (-1.62, 0.82, -1.58)  0.130
H (1.89, 1.94, -0.50)  0.124
H (1.30, -0.15, 2.16)  0.100

***

Below is a cluster of 4 separate species, C3H13O3S in total at a distorted geometry, with properties calculated with the ωB97M-V functional and the def2-TZVPD basis.

Computed properties:
Total charge: -1
HOMO-LUMO gap in eV: 7.074
HOMO energy in eV: -3.24

Last column: Löwdin charge in e.
CARTESIAN COORDINATES (ANGSTROEM)
S (-1.89, 0.44, -0.23)  0.231
O (2.87, 1.36, 0.44)  -0.097
O (-0.42, 0.03, 2.42)  -0.140
O (0.80, 1.95, -1.42)  -0.134
C (-1.26, -1.29, -0.72)  -0.658
C (-0.05, -2.04, -0.10)  -0.341
C (1.27, -1.38, -0.41)  -0.144
H (-0.15, 2.07, -1.22)  -0.033
H (1.98, -1.83, 0.30)  0.077
H (-1.29, -1.31, -1.82)  0.031
H (2.13, 1.73, -0.07)  -0.019
H (1.64, -1.37, -1.43)  0.069
H (0.80, 1.01, -1.68)  0.014
H (-0.56, 0.88, 2.03)  -0.039
H (-0.11, -3.06, -0.50)  0.087
H (1.09, -0.32, -0.21)  0.020
H (-0.18, -2.04, 0.99)  0.080
H (-2.08, -1.83, -0.20)  0.011
H (-1.14, -0.46, 2.02)  -0.046
H (2.45, 0.88, 1.17)  0.027

***

Below is a cluster of 2 separate species, C4H10O in total at a distorted geometry, with properties calculated with the ωB97M-V functional and the def2-TZVPD basis.

Computed properties:
Total charge: 0
HOMO-LUMO gap in eV: 10.616
SMILES: C=C.CCO
HOMO energy in eV: -9.52

Last column: Löwdin charge in e.
CARTESIAN COORDINATES (ANGSTROEM)
O (0.42, 3.21, 4.01)  -0.114
C (-0.39, -3.66, -5.71)  -0.075
C (-1.66, -3.17, -5.65)  -0.092
C (0.47, 1.76, 3.96)  -0.302
C (1.06, 1.27, 2.63)  -0.083
H (-2.46, -3.10, -6.40)  0.043
H (-1.93, -2.54, -4.81)  0.033
H (1.04, 1.55, 4.88)  0.112
H (-0.54, 1.41, 4.18)  0.100
H (-0.19, 3.47, 3.31)  0.076
H (0.33, 1.00, 1.86)  0.070
H (-0.09, -3.54, -6.76)  0.049
H (0.23, -3.81, -4.84)  0.042
H (1.61, 2.20, 2.39)  0.076
H (1.80, 0.48, 2.64)  0.065

***

Below is a structure of composition C2H4BrO4S at a distorted geometry, with properties calculated with the ωB97M-V functional and the def2-TZVPD basis.

Computed properties:
Total charge: -1
HOMO-LUMO gap in eV: 9.029
HOMO energy in eV: -5.87

Last column: Löwdin charge in e.
CARTESIAN COORDINATES (ANGSTROEM)
Br (2.19, -1.65, -1.92)  0.677
S (-0.03, 0.34, -2.06)  0.356
O (-0.20, -0.43, -3.30)  -0.392
O (-1.33, 0.63, -1.37)  -0.372
O (-0.01, 2.02, 0.34)  -0.207
O (0.89, 1.42, -2.10)  -0.333
C (0.14, -1.61, 0.04)  -0.055
C (0.65, -0.94, -1.00)  -0.755
H (-0.74, 1.60, -0.34)  0.012
H (0.74, -2.37, 0.44)  0.017
H (-0.79, -1.57, 0.60)  0.071
H (0.74, 2.15, -0.26)  -0.019

***

Below is a structure of composition C34H42BrIrN7O3, with properties calculated with the ωB97M-V functional and the def2-TZVPD basis.

Computed properties:
Total charge: +2
HOMO-LUMO gap (spin up / spin down) in eV: 8.670 / 6.187
Spin multiplicity: 2
HOMO energy (spin up / spin down) in eV: -13.96 / -14.07
Expectation value of S²: 0.77

Last column: Löwdin charge in e.
CARTESIAN COORDINATES (ANGSTROEM)
Ir (0.05, -0.48, 1.52)  1.229
Br (-1.64, -0.20, -0.45)  0.985
O (2.06, -0.22, 5.00)  0.172
O (3.50, -1.93, 3.00)  0.172
O (1.37, -0.16, -0.02)  -0.157
N (-0.97, -0.71, 3.26)  -0.062
N (0.48, -2.47, 1.23)  -0.056
N (1.58, -0.65, 2.77)  -0.052
N (0.03, 1.56, 1.86)  -0.100
N (1.24, 2.15, 2.03)  0.074
N (-5.67, -3.55, 0.56)  -0.199
N (-3.46, -2.43, 0.67)  0.112
C (1.08, 0.36, -1.14)  -0.314
C (-2.11, -0.65, 5.78)  0.001
C (1.13, 3.46, 2.29)  -0.260
C (0.10, 2.38, -4.85)  -0.550
C (0.70, 1.57, -6.02)  -0.019
C (3.60, 0.53, -1.69)  -0.521
C (3.83, -0.99, -1.55)  -0.016
C (2.14, 0.79, -2.05)  -0.037
C (-4.49, -2.97, 0.61)  -0.272
C (1.59, -4.93, 0.67)  0.000
C (2.32, 4.33, 2.55)  0.010
C (2.42, -1.74, 2.51)  -0.412
C (-0.75, -0.40, 5.62)  0.045
C (-0.87, 2.53, 2.00)  -0.300
C (-0.22, -0.45, 4.35)  -0.158
C (3.97, 1.25, -0.38)  -0.022
C (-1.40, 2.55, -5.09)  -0.053
C (1.27, -0.37, 4.12)  -0.416
C (-0.62, 1.18, -2.71)  -0.027
C (-2.87, -0.95, 4.66)  -0.009
C (-0.28, 0.55, -1.55)  -0.466
C (0.76, 3.77, -4.80)  -0.020
C (-5.87, -4.80, 1.29)  -0.024
C (4.53, 1.04, -2.80)  -0.048
C (0.40, 1.65, -3.56)  -0.085
C (-0.24, -3.39, 0.58)  -0.091
C (-0.22, 3.74, 2.26)  0.047
C (-6.52, -3.31, -0.61)  -0.023
C (-2.28, -0.97, 3.41)  -0.101
C (-2.34, 2.31, 1.88)  -0.029
C (0.29, -4.63, 0.29)  -0.010
C (1.75, 1.42, -3.19)  0.058
C (2.32, -3.98, 1.37)  0.041
C (1.74, -2.77, 1.64)  -0.171
H (-5.28, -4.80, 2.20)  0.094
H (1.78, 1.47, -5.94)  0.085
H (3.00, 4.32, 1.70)  0.087
H (3.69, 2.30, -0.42)  0.094
H (-2.83, -1.21, 2.51)  0.068
H (-0.09, -0.19, 6.45)  0.139
H (3.24, -1.42, -0.74)  0.067
H (2.86, 3.98, 3.43)  0.098
H (4.89, -1.16, -1.32)  0.101
H (-1.25, -3.11, 0.30)  0.057
H (-2.62, 1.28, 2.08)  0.036
H (4.48, 2.13, -2.91)  0.098
H (-0.68, 4.70, 2.43)  0.130
H (3.60, -1.51, -2.48)  0.100
H (0.54, 4.30, -5.73)  0.100
H (-1.92, 1.59, -5.18)  0.093
H (1.84, 3.71, -4.69)  0.085
H (-1.55, 3.09, -6.02)  0.099
H (3.51, 0.77, 0.48)  0.061
H (-3.93, -1.17, 4.75)  0.123
H (0.48, 2.09, -6.96)  0.100
H (5.56, 0.79, -2.53)  0.099
H (-1.88, 3.13, -4.30)  0.094
H (-6.33, -4.05, -1.39)  0.098
H (2.51, 1.77, -3.87)  0.106
H (-2.69, 2.58, 0.88)  0.085
H (-0.32, -5.35, -0.24)  0.123
H (-2.56, -0.61, 6.76)  0.129
H (2.00, 5.35, 2.73)  0.094
H (-1.66, 1.30, -2.98)  0.112
H (2.07, 1.57, 2.05)  0.141
H (0.36, 4.36, -3.97)  0.097
H (2.02, -5.90, 0.45)  0.128
H (-6.92, -4.88, 1.56)  0.096
H (4.32, 0.57, -3.76)  0.096
H (5.05, 1.20, -0.25)  0.100
H (-5.59, -5.67, 0.68)  0.097
H (-2.87, 2.95, 2.59)  0.098
H (3.33, -4.16, 1.72)  0.139
H (-6.32, -2.32, -1.01)  0.094
H (0.26, 0.57, -6.08)  0.098
H (-7.56, -3.36, -0.30)  0.097

***

Below is an isolated molecule of C6H10N2O at a distorted geometry, with properties calculated with the ωB97M-V functional and the def2-TZVPD basis.

Computed properties:
Total charge: 0
HOMO-LUMO gap in eV: 9.676
SMILES: C=C(C)/C=N\N(C)C=O
HOMO energy in eV: -8.92

Last column: Löwdin charge in e.
CARTESIAN COORDINATES (ANGSTROEM)
O (4.09, -0.71, 0.32)  0.036
N (2.16, 0.16, -0.23)  -0.170
N (1.50, 1.37, -0.35)  0.090
C (-1.24, 0.66, 1.63)  0.045
C (1.49, -1.07, -0.14)  -0.034
C (-0.86, 0.65, 0.35)  -0.421
C (-1.70, -0.01, -0.68)  -0.067
C (0.23, 1.49, -0.16)  -0.122
C (3.49, 0.31, 0.13)  -0.285
H (0.63, -1.08, -0.73)  0.037
H (-0.97, -0.56, -1.39)  0.095
H (3.82, 1.33, 0.07)  0.125
H (-0.59, 1.04, 2.40)  0.062
H (-2.31, 0.68, -1.21)  0.063
H (-0.23, 2.50, -0.28)  0.131
H (2.14, -1.95, -0.35)  0.115
H (1.19, -1.11, 0.91)  0.109
H (-2.32, -0.84, -0.15)  0.116
H (-1.97, 0.03, 2.13)  0.072

***

Taking the records one at a time from the top gives energy values of -10314.1047 -20300.7659 -6355.1593 -91207.4154 -125382.9842 -11409.0418 eV.
Taking the records one at a time from the top gives relative energy (zero: lowest compared OMol25 entry of this formula, charge and spin) values of 2.8476 0.9465 2.6436 1.4037 0.0000 3.0460 eV.